1.
Density functional theory data (the ωB97M-V functional and the def2-TZVPD basis) for a molecular structure, C8H25B4F4KLiMgNNaO11.

Positions of all 57 atoms, in Å:
C1 2.1829 0.0510 1.5459
C2 1.0049 1.0306 1.4004
N1 -0.1596 0.3596 0.7467
B1 -1.1631 1.1258 0.1357
O1 -1.1464 2.5336 0.0980
B2 -2.3973 3.1175 0.2416
O2 -2.6039 4.1759 1.0644
O3 -3.4487 2.5137 -0.4405
B3 -3.4170 1.1802 -0.0419
C3 -4.5278 0.5691 0.8921
O4 -5.8308 0.9044 0.4506
C4 -6.8301 0.3869 1.2931
O5 -2.3056 0.4637 -0.4432
H1 2.9872 0.3087 0.8627
H2 1.8461 -0.9507 1.2692
H3 2.5641 0.0514 2.5606
H4 0.7492 1.3569 2.4067
H5 1.3356 1.8760 0.8090
H6 -0.5557 -0.2795 1.4262
H7 -1.7858 4.3476 1.5527
H8 -4.4034 -0.5160 0.9855
H9 -4.3633 1.0018 1.8944
H10 -7.0501 -0.6607 1.0614
H11 -7.7302 0.9865 1.1762
H12 -6.5335 0.4315 2.3467
O6 0.7387 -2.5493 -1.4237
C5 -0.1792 -1.8341 -1.8616
C6 0.0233 -1.7619 -3.6612
O7 -0.8896 -1.0469 -4.2041
H13 -0.1991 -0.7551 -1.5870
H14 -1.2205 -2.2102 -1.7636
H15 0.0374 -2.8241 -3.9357
H16 1.0736 -1.4148 -3.7471
C7 3.1572 2.2295 -1.9804
O8 2.2592 1.3522 -1.3617
H17 4.1812 1.8477 -1.8609
H18 2.9325 2.2981 -3.0488
H19 3.0819 3.2391 -1.5541
H20 1.3550 1.6918 -1.4568
Li1 -1.4828 0.7521 -4.4405
K1 5.1173 3.9193 -2.5073
Mg1 1.9274 1.2507 -3.9069
B4 -0.2875 -5.2971 0.5701
F1 0.4995 -4.3905 1.2741
F2 -0.9213 -4.6936 -0.4979
F3 0.3975 -6.4299 0.2119
F4 -1.3213 -5.7644 1.5437
O9 2.0475 -9.1329 0.4602
H21 1.5119 -8.4156 0.0958
Na1 -1.8797 -5.9318 3.4813
O10 6.1744 1.8712 -0.2001
H22 5.9171 1.0002 -0.5284
C8 3.8940 3.3086 2.5368
O11 3.0551 2.5007 3.2005
H23 4.4532 4.0611 3.1583
H24 4.7141 2.8027 1.9754
H25 3.4144 3.9616 1.7255

Computed properties:
Highest occupied orbital energy (eV): -2.643
Total charge: -1
DFT total energy (hartree): -2671.0587

***

2.
Density functional theory data (the ωB97M-V functional and the def2-TZVPD basis) for a gas-phase ion, C7H19N5 (charge +2).

Positions of all 31 atoms, in Å:
C1 -1.0786 0.8845 1.0080
C2 -0.2879 0.3437 1.9152
C3 -1.1138 0.5462 -0.5080
C4 -2.4229 0.0726 -1.0525
C5 3.2893 0.8715 0.1534
C6 2.0156 0.8614 -0.5593
C7 -0.5270 -1.8691 -0.7321
N1 -0.0939 -0.4351 -0.7435
N2 0.1335 -0.0304 3.1197
N3 0.7354 -2.5953 -0.7570
N4 1.0627 -0.1811 -0.0509
N5 -2.2931 1.6892 1.4470
H1 -0.8957 1.4038 -1.2350
H2 -2.8145 -0.6855 -0.4214
H3 -2.3534 -0.2064 -2.0512
H4 -3.1022 0.8920 -1.0318
H5 3.2584 1.3020 1.1988
H6 3.7706 -0.1969 0.1782
H7 4.0590 1.4634 -0.3250
H8 2.1552 0.6537 -1.6179
H9 1.5247 1.8669 -0.4614
H10 -1.2520 -1.8055 -1.6020
H11 -0.8678 -2.1826 0.2553
H12 -0.2835 -0.6647 3.7930
H13 1.0976 0.1029 3.2076
H14 0.9413 -3.4063 -0.1654
H15 1.5292 -1.1387 -0.1133
H16 1.0668 -2.7444 -1.7005
H17 -2.3178 1.5561 2.5701
H18 -3.2327 1.1808 1.0511
H19 -2.3607 2.7086 1.2451

Computed properties:
Highest occupied orbital energy (spin up / spin down) (eV): -16.140 / -15.444
Total charge: +2
SMILES string: CCNN(CN)[C@@H](C)C([NH3+])=C=[NH2+]
Relative energy (zero: lowest compared OMol25 entry of this formula, charge and spin) (kJ/mol): 550.36
DFT total energy (hartree): -551.1045

***

3.
Density functional theory data (the ωB97M-V functional and the def2-TZVPD basis) for C3H5NS in the gas phase.

Positions of all 10 atoms, in Å:
C1 -1.4372 -0.0669 0.1694
C2 0.8848 -0.7540 -0.1190
C3 0.8353 0.7423 -0.1957
H1 -1.1433 0.2009 1.1809
H2 0.7327 -1.2211 0.9407
H3 1.2809 -1.4540 -0.8413
H4 0.6804 1.3353 0.7092
H5 1.4411 1.3536 -0.9037
N1 -0.2936 -0.1160 -0.6707
S1 -2.9810 -0.0201 -0.2699

Computed properties:
Highest occupied orbital energy (eV): -8.924
SMILES string: S=CN1CC1
Relative energy (zero: lowest compared OMol25 entry of this formula, charge and spin) (kJ/mol): 192.55
DFT total energy (hartree): -570.1612